48
Properties=species:S:1:pos:R:3:forces:R:3 method="wB97M-V/def2-TZVPD" charge=+2 relative_energy_ev=0.912 e_homo_ha="-0.5284 / -0.5284" energy_ev=-61936.65203 multiplicity=1 orbital_gap_ev="4.10 / 4.09"
Ir 0.130 -0.107 1.749 0.9755 -0.4847 0.4625
Te 0.006 -2.466 2.816 -0.6841 -0.3093 -0.4475
S -0.773 -5.444 1.793 0.1035 0.0056 0.0528
F -1.382 0.245 6.132 -0.0660 -0.0072 -0.0147
F 0.460 1.278 5.229 0.0550 0.0358 -0.0251
F -1.076 0.112 3.348 0.0577 0.0963 -0.0732
F 0.356 -0.994 5.307 0.0756 -0.0327 -0.0362
N 0.057 1.915 -2.393 -0.1785 -0.0878 -0.0452
N 1.337 0.454 -0.839 0.0333 -0.0584 0.0815
N -1.172 0.424 -0.752 0.1971 0.0952 -0.1117
N -0.030 0.954 -3.366 -0.0208 0.0011 0.0361
N 0.079 2.380 0.174 0.1393 -0.1335 0.0141
N 0.220 1.848 1.422 -0.6214 0.2997 -0.2897
N -1.289 -0.262 0.402 0.1428 -0.1484 0.1525
N 1.481 -0.304 0.268 -0.1502 0.0874 -0.0881
C 2.389 0.259 -1.644 -0.0885 0.1296 -0.0449
C -2.264 0.191 -1.488 0.0504 0.0433 0.0544
C -0.039 3.002 -4.315 0.0625 0.0692 0.1610
C -0.331 -6.034 0.298 0.0726 0.0365 -0.0581
C -0.121 -3.860 1.400 0.2257 0.1265 0.4171
C -0.094 3.700 0.314 -0.0122 -0.0325 -0.0969
C -0.066 4.035 1.658 -0.0210 0.0239 0.0336
C -3.105 -0.662 -0.790 0.0130 0.0239 0.0139
C 0.104 2.838 2.323 0.0028 -0.0595 -0.0049
C 0.333 -5.098 -0.518 -0.1001 -0.0449 0.0535
C 2.635 -0.973 0.157 0.0418 -0.0066 0.0813
C 0.052 3.156 -2.959 0.0485 0.0241 -0.1491
C 0.432 -3.874 0.089 -0.1759 0.2380 -0.2118
C -0.087 1.608 -4.507 0.0231 -0.0523 -0.0517
C -2.451 -0.925 0.404 -0.0212 0.0637 -0.0519
C 3.247 -0.644 -1.043 0.0391 -0.0738 0.0046
B -0.235 0.192 5.518 -0.0257 0.0784 -0.0335
B 0.086 1.361 -1.017 -0.1811 0.0039 0.2181
H -0.561 -7.056 0.026 -0.0194 -0.0142 0.0076
H 0.697 -5.339 -1.505 0.0231 0.0057 -0.0093
H -0.048 3.780 -5.057 -0.0255 0.0040 -0.0148
H -2.752 -1.515 1.253 -0.0360 0.0142 0.0128
H -0.168 5.016 2.086 0.0028 0.0091 0.0044
H 0.885 -2.996 -0.352 -0.0079 -0.0153 -0.0127
H 2.446 0.767 -2.591 0.0267 -0.0265 -0.0123
H 2.962 -1.636 0.943 0.0379 0.0075 -0.0079
H -0.244 4.338 -0.536 0.0247 0.0363 0.0084
H 0.145 2.618 3.377 -0.0082 0.0191 0.0305
H -2.358 0.639 -2.462 -0.0319 -0.0130 -0.0143
H 0.147 4.059 -2.388 0.0067 0.0302 -0.0079
H -4.066 -1.029 -1.103 -0.0120 -0.0140 0.0063
H 4.181 -1.011 -1.429 0.0179 0.0021 0.0150
H -0.153 1.060 -5.433 -0.0118 0.0046 -0.0084

=====

41
Properties=species:S:1:pos:R:3:forces:R:3 method="wB97M-V/def2-TZVPD" charge=-2 relative_energy_ev=0.301 e_homo_ha=-0.0162 energy_ev=-57435.67282 multiplicity=1 orbital_gap_ev=4.50
Te -2.157 5.247 -3.666 -0.3710 0.1403 -0.2353
Te -2.634 1.089 -3.872 -0.4912 -0.2264 -0.1650
Te -4.567 2.077 -5.541 0.1897 -0.0376 -0.0131
Te -4.386 4.796 -5.172 -0.0996 0.1572 0.1249
F 0.941 4.149 -4.174 0.0929 -0.0811 0.0684
F 1.338 2.400 -2.870 -0.1017 0.0351 0.0003
O -0.778 0.648 -1.476 -0.1405 0.3193 0.1214
O -1.221 2.839 -1.487 -0.2532 -0.0650 0.2524
N -0.051 -0.450 0.736 0.0260 -0.1135 -0.0118
C 2.810 -1.993 2.496 0.0722 -0.1688 -0.0002
C 1.768 -5.013 0.471 -0.0086 0.0952 0.0134
C -0.455 0.710 1.373 -0.1179 0.1502 -0.2680
C -0.961 1.742 -0.898 0.1609 -0.2139 -1.0691
C -0.260 -3.048 -0.316 0.0897 0.0028 0.0724
C -0.523 0.804 2.766 0.0447 -0.0391 0.1778
C 2.778 -3.275 1.965 -0.0306 0.1279 -0.0454
C -1.345 3.057 2.613 0.0324 -0.0069 0.3201
C 1.795 -3.617 1.040 0.1511 -0.1512 0.0826
C 0.389 2.894 -3.798 -0.4552 0.1809 -0.0116
C 0.880 -1.373 1.180 0.1021 -0.2867 0.1856
C 0.834 -2.685 0.655 -0.1773 0.2651 0.0036
C 1.877 -1.053 2.107 -0.0720 0.1772 -0.0397
C -0.971 1.958 3.381 0.0341 0.1167 -0.1992
C -1.308 2.966 1.236 -0.0036 -0.1498 -0.2072
C -0.901 1.800 0.588 0.1089 0.1872 0.8402
Be -1.376 3.021 -3.113 1.5345 -0.3128 0.1455
H -1.112 -2.384 -0.189 -0.0156 -0.0014 -0.0722
H -1.028 2.003 4.463 0.0248 -0.0137 0.0130
H 2.664 -5.563 0.759 -0.0033 -0.0041 0.0187
H 1.715 -4.994 -0.619 -0.0248 -0.0392 -0.0050
H 1.933 -0.042 2.489 0.0043 -0.0123 0.0014
H 3.589 -1.722 3.199 -0.0188 0.0328 0.0068
H -0.232 -0.051 3.363 -0.0217 -0.0038 0.0043
H 3.529 -4.003 2.251 -0.0245 -0.0325 0.0000
H -1.661 3.975 3.093 -0.0405 -0.0026 -0.0216
H -0.246 -0.389 -0.276 -0.0531 0.0458 -0.0226
H 0.555 2.273 -4.693 -0.0795 0.0170 0.0963
H 0.084 -2.955 -1.350 -0.0777 0.0115 -0.0310
H -0.604 -4.072 -0.165 0.0502 -0.0255 -0.0302
H 0.898 -5.566 0.835 -0.0026 -0.0394 -0.0514
H -1.600 3.802 0.616 -0.0340 -0.0350 -0.0497

=====

50
Properties=species:S:1:pos:R:3:forces:R:3 method="wB97M-V/def2-TZVPD" charge=-1 relative_energy_ev=29.379 e_homo_ha="-0.1597 / -0.1632" energy_ev=-148992.72203 s_squared=6.04 multiplicity=5 orbital_gap_ev="6.70 / 6.56"
Fe 0.187 -1.128 0.902 -0.5821 -3.8413 1.4938
Cl -0.249 0.952 0.845 -0.8630 5.5021 -1.9673
Cl 0.742 4.842 -0.336 -0.1427 0.2919 -0.2593
Cl -5.073 1.787 0.157 -0.0940 0.2192 -0.4888
Cl -3.975 3.707 2.179 -0.0966 -0.2765 0.2277
Cl -1.588 5.346 1.880 0.1957 0.0984 0.1133
S 2.355 0.338 0.958 3.9418 -0.7362 -0.4537
F 4.831 0.395 -0.063 -0.1245 0.0760 -0.0186
F 4.775 0.354 2.097 -0.1140 0.0537 0.0265
F 4.360 -1.441 0.971 -0.0331 -0.0027 -0.0254
O 1.937 -0.512 2.156 -0.0524 0.4572 -1.3714
O 0.780 -2.939 0.483 0.0303 -1.2139 -1.1812
O 2.554 1.774 1.037 0.8934 -0.2284 0.4103
O 2.011 -0.312 -0.376 0.0165 0.6448 1.7049
O -0.780 -1.468 -0.860 1.3048 -0.8671 -0.3574
N 0.138 -2.251 -1.453 -0.3592 -0.0945 0.6249
N -1.246 -2.127 2.389 -0.1888 2.4364 0.5585
N -1.451 0.633 0.337 -10.2314 -6.7094 -3.9641
N 0.901 -3.050 -0.789 0.0900 0.3779 -0.2223
C 0.753 -0.288 -4.507 0.0116 -0.1025 -0.0402
C 0.393 -0.620 -3.211 0.0286 0.0365 0.1850
C -0.285 1.017 2.272 -2.9251 -0.8447 13.5469
C 4.171 -0.108 0.989 -0.0670 -0.4521 0.0043
C 1.165 -1.276 -5.391 0.0041 0.0300 -0.0255
C 0.895 -2.938 -3.673 -0.0585 -0.0496 0.1042
C -0.316 3.584 0.242 -2.1898 -0.9065 2.1078
C 1.234 -2.598 -4.973 0.0216 0.0047 0.0013
C -3.327 1.793 0.366 -0.0277 -0.0714 -0.3542
C -1.589 3.841 1.002 -1.8041 -0.5215 -1.1638
C -2.711 0.639 -0.083 -0.9178 4.1028 1.8567
C -2.014 -0.901 2.928 1.1810 -0.2918 0.2545
C -1.014 0.243 3.362 -1.0509 -1.2415 -1.0519
C -0.002 2.350 0.458 3.2657 6.0941 -3.5828
C -2.765 3.037 1.092 1.0473 0.5646 -0.4429
C 0.473 -1.942 -2.805 0.0002 -0.2481 -0.3715
H 0.328 0.632 -0.126 2.1901 -1.9865 -6.6964
H 1.557 -3.368 -5.661 0.0061 -0.0135 0.0122
H -0.200 -0.215 3.939 -0.1972 -0.1539 0.1827
H 0.301 1.680 2.912 1.2540 -0.0135 -1.3052
H -0.595 -2.454 3.094 -0.1671 -0.2397 0.0637
H 1.439 -1.016 -6.405 0.0040 0.0047 -0.0024
H -3.137 -0.078 -0.766 0.0096 -0.3035 0.2353
H 0.919 0.808 0.990 7.0877 0.6700 1.8395
H 0.098 0.129 -2.490 -0.0479 0.0352 -0.0487
H 0.729 0.746 -4.821 -0.0419 0.0111 0.0165
H -1.865 -2.869 2.100 0.0526 -0.0285 -0.0468
H -1.511 0.950 4.033 -0.2268 -0.1077 -0.0752
H -2.677 -0.575 2.132 -0.0247 0.0676 0.0572
H -2.616 -1.145 3.807 -0.0077 -0.2133 -0.0797
H 0.959 -3.957 -3.318 -0.0004 -0.0192 -0.0310

=====

36
Properties=species:S:1:pos:R:3:forces:R:3 method="wB97M-V/def2-TZVPD" charge=0 relative_energy_ev=0.000 e_homo_ha=-0.3153 energy_ev=-45222.35217 multiplicity=1 orbital_gap_ev=8.50 smiles="O=C(NC(=S)NCCc1ccccc1)c1cccc(Cl)c1"
Cl 3.951 2.269 -3.460 0.1350 0.1487 0.0083
S -1.539 -3.430 0.206 -0.0105 -0.5629 0.1469
O -0.520 0.806 -0.962 0.0990 0.0900 -0.0694
N -0.524 -1.464 -1.154 0.0758 0.0444 -0.1589
N -2.050 -0.841 0.488 0.3880 0.3353 -0.3784
C 0.326 0.101 2.306 -0.0010 -0.0118 0.0550
C -1.386 1.397 3.360 0.0220 -0.0290 -0.0130
C 1.970 -1.002 -4.566 0.0396 -0.0151 -0.0147
C 2.891 0.030 -4.527 -0.0221 0.0575 0.0546
C -0.105 -0.207 -1.497 -0.1099 0.0909 0.0437
C -1.819 -1.041 2.930 -0.0729 0.0781 -0.2256
C 0.927 -0.172 -2.568 0.2773 0.1421 -0.3278
C 2.815 0.971 -3.510 -0.2109 -0.2263 0.0131
C -0.597 2.528 3.251 -0.0384 0.1170 0.0064
C -1.391 -1.821 -0.126 -0.3206 -0.0225 0.0675
C 0.992 -1.113 -3.593 -0.0391 0.0961 0.1632
C 1.835 0.883 -2.538 -0.0565 -0.0630 0.0106
C -2.772 -1.038 1.719 -0.1686 -0.3152 0.3529
C 1.115 1.232 2.192 0.0747 0.0286 -0.0269
C -0.933 0.172 2.889 -0.0010 -0.1313 0.1539
C 0.654 2.448 2.663 0.0813 0.0870 -0.0108
H -1.753 0.106 0.256 -0.0446 -0.1807 -0.0482
H 2.016 -1.727 -5.364 0.0025 -0.0513 -0.0712
H 0.267 -1.910 -3.659 -0.0676 -0.0831 -0.0007
H 1.267 3.333 2.572 0.0505 0.0725 -0.0009
H -2.364 1.464 3.817 -0.1090 0.0067 0.0613
H 2.091 1.162 1.735 0.0848 0.0010 -0.0356
H -0.087 -2.261 -1.599 -0.0831 0.1438 0.1988
H 1.760 1.618 -1.751 0.0122 0.0843 0.0438
H 3.657 0.112 -5.282 0.0772 0.0287 -0.0561
H 0.692 -0.849 1.942 0.0158 -0.1171 -0.0294
H -2.416 -1.058 3.842 0.0004 -0.0462 0.0333
H -3.496 -0.227 1.809 0.0234 -0.0425 -0.0106
H -0.960 3.475 3.623 -0.0230 0.0766 0.0324
H -3.299 -1.994 1.663 -0.0293 0.1819 -0.0012
H -1.214 -1.949 2.892 -0.0513 -0.0130 0.0337

=====

35
Properties=species:S:1:pos:R:3:forces:R:3 method="wB97M-V/def2-TZVPD" charge=0 relative_energy_ev=0.531 e_homo_ha=-0.2993 energy_ev=-32140.61447 multiplicity=1 orbital_gap_ev=7.29 smiles="C[C@@H]1CCc2nc(/C(C#N)=C/c3cccnc3)sc2C1"
S -0.402 0.184 -2.184 0.4360 0.4220 0.8055
N -1.371 -2.958 -1.102 -0.1470 -0.2320 -0.1440
N 0.628 1.118 -0.004 0.0501 -0.4588 0.7710
N 0.472 -3.056 4.753 0.1932 -0.0139 0.5078
C -0.857 -2.166 -0.449 -0.2145 -0.4625 -0.1252
C 0.322 2.770 -3.267 -0.1694 0.1282 -0.0367
C 0.388 4.482 -1.334 0.0280 -0.0304 0.0439
C -0.017 -2.289 2.525 -0.0897 -0.6110 0.5288
C 0.550 -2.148 3.804 -0.1086 0.1822 -0.5206
C 0.260 1.772 -2.177 0.0332 -0.3097 0.4595
C 1.337 3.431 -0.733 -0.0785 0.0417 0.0698
C 0.052 0.059 -0.480 -0.0970 0.6355 -1.2024
C 0.752 2.079 -0.935 -0.2446 0.1275 -1.1090
C -0.166 4.137 -2.737 0.0824 0.0958 -0.2143
C -0.707 -3.482 2.276 0.0903 0.1310 0.0946
C 0.150 -1.211 1.587 -0.1994 0.1790 -0.9515
C -0.788 -4.435 3.273 0.0342 0.0763 0.0065
C 0.182 5.225 -3.750 -0.2196 -0.1525 0.1349
C -0.182 -4.178 4.496 -0.1415 -0.1733 -0.1542
C -0.217 -1.138 0.280 0.4577 0.0690 1.4390
H -0.231 6.181 -3.438 0.0039 0.1356 -0.0119
H -1.314 -5.362 3.106 -0.0377 -0.0771 0.0045
H 1.262 5.328 -3.843 0.1411 0.0364 -0.0149
H -0.278 2.466 -4.124 0.0677 0.0663 -0.0800
H 1.096 -1.249 4.061 0.0292 0.1482 -0.0858
H 1.499 3.624 0.326 0.0805 -0.0029 -0.0153
H -1.257 4.076 -2.665 0.0794 -0.0393 -0.0013
H 2.304 3.477 -1.243 0.0646 0.0451 0.0630
H 0.917 5.435 -1.376 -0.0535 0.0759 0.0192
H -0.221 -4.893 5.306 -0.0533 -0.1168 0.0069
H 1.362 2.870 -3.600 -0.0090 0.0051 -0.0961
H -1.176 -3.656 1.321 -0.0408 -0.0827 -0.0038
H -0.450 4.607 -0.646 0.0339 0.0563 0.0189
H 0.647 -0.330 1.971 0.0144 0.0787 -0.0571
H -0.225 4.980 -4.728 -0.0158 0.0272 -0.1497

=====

43
Properties=species:S:1:pos:R:3:forces:R:3 method="wB97M-V/def2-TZVPD" charge=0 relative_energy_ev=3.023 e_homo_ha=-0.3443 energy_ev=-46286.23010 multiplicity=1 orbital_gap_ev=8.43 smiles="C[C@H]1NC(=O)O[C@@H]1c1ccc(-c2ccnc(S(N)(=O)=O)c2-c2nnn[nH]2)cc1"
S 0.009 -5.716 -0.070 3.7081 -4.9846 2.5818
O -0.828 -6.857 -0.499 0.4338 3.3634 -0.5078
O 0.278 5.844 -1.999 0.4950 0.2154 1.0218
O 1.427 -6.165 0.186 -1.1460 1.8492 -3.1423
O 0.885 4.662 -0.238 1.8034 -1.4710 1.9800
N 2.224 -2.807 2.415 -0.3304 -1.6343 4.9162
N 2.383 -1.958 0.568 -2.9505 -0.9998 -0.1709
N -0.302 -5.550 1.554 -2.2208 0.7573 0.8891
N -0.736 -4.076 -2.231 1.1813 0.1216 1.9178
N 1.060 -3.271 1.823 2.3576 1.4512 -0.0596
N -1.275 5.324 -0.391 0.6446 -0.3055 -1.1664
N 2.916 -2.021 1.771 1.0549 0.4369 -0.8372
C -1.773 4.607 1.920 -0.7705 -0.0256 0.3399
C -0.071 -4.006 -1.010 -2.3544 -0.5349 -2.4588
C 0.313 2.378 0.249 0.6524 -3.2326 -0.0281
C 0.301 -0.254 -0.686 -0.4339 -0.1916 -0.2197
C 1.176 -2.725 0.684 2.0109 2.0441 -2.1520
C 0.043 -1.625 -1.180 0.5424 -0.0978 -1.6743
C 0.179 3.787 0.670 0.5433 0.2473 -1.0056
C -0.904 -2.952 -2.963 -0.5599 -0.7460 0.2787
C -0.216 -0.019 0.561 -1.2579 -0.4196 2.8632
C -0.540 -1.725 -2.442 0.0260 2.0264 0.0508
C -0.266 1.261 1.078 2.1213 2.2262 -2.5899
C 0.050 5.360 -0.908 -3.1664 1.6990 -4.1872
C 0.963 2.073 -1.005 -2.0044 0.0893 2.0601
C 0.818 0.790 -1.469 -0.5602 -1.4176 2.0848
C 0.381 -2.792 -0.487 -1.4326 -0.9676 -0.9424
C -1.257 4.219 0.549 -2.9840 -1.8856 -0.3444
H -1.098 5.352 2.365 -0.1381 -0.2930 0.0138
H 1.077 0.480 -2.412 1.0733 -0.1854 -2.3221
H -1.877 3.328 0.041 1.1225 1.7778 1.4820
H 0.408 -4.983 2.025 -0.4267 -0.0248 -0.5847
H -1.476 -3.014 -3.933 0.9059 -0.2439 1.1484
H 2.571 -1.194 -0.075 0.0617 -0.3365 0.1411
H -0.686 -0.857 1.239 1.1075 1.5511 -1.6324
H -1.956 5.261 -1.210 1.3199 0.2078 1.7952
H 1.414 2.809 -1.643 0.0138 0.4072 0.1296
H -2.735 5.079 1.805 -0.4081 0.3680 -0.0681
H 0.583 3.986 1.629 0.3104 0.0198 1.0574
H -0.591 1.393 2.087 -0.4107 0.4964 0.3229
H -1.983 3.775 2.623 0.6285 0.2240 -0.4525
H -0.187 -6.510 1.912 -0.4012 0.3964 -0.6076
H -0.702 -0.692 -2.902 -0.1617 -1.9784 0.0795

=====

Sequential strongest force on any atom output: 1.18, 1.57, 13.88, 0.64, 1.51, 6.73 eV Å⁻¹